Run i
{"formula": "C4H12N2", "method": "the ωB97M-V functional and the def2-TZVPD basis", "homo_lumo_gap_ev": 4.945, "charge": 0, "homo_energy_ev": -7.63, "symbols": ["C", "N", "C", "C", "N", "C", "H", "H", "H", "H", "H", "H", "H", "H", "H", "H", "H", "H"], "xyz": [[1.991, -2.137, 1.967], [1.281, -0.926, 1.739], [0.190, -1.101, 0.915], [-0.043, 0.258, 0.212], [-1.137, 0.439, -0.597], [-1.547, 2.577, -2.450], [2.477, -2.631, 1.113], [1.363, -2.914, 2.435], [2.781, -1.976, 2.705], [0.391, -1.924, 0.209], [-0.833, -1.219, 1.352], [-2.528, 3.042, -2.438], [0.003, 0.920, 1.103], [0.751, 0.641, -0.477], [-1.647, -0.451, -0.594], [-1.469, 1.603, -2.907], [-0.814, 3.277, -2.865], [-1.211, 2.523, -1.422]]}

=====

Run ii
{"formula": "C4H12N2", "method": "the ωB97M-V functional and the def2-TZVPD basis", "homo_lumo_gap_ev": 9.590, "charge": 0, "homo_energy_ev": -8.53, "symbols": ["C", "N", "C", "H", "H", "H", "H", "H", "C", "N", "C", "H", "H", "H", "H", "H", "H", "H"], "xyz": [[1.420, -0.787, -3.148], [1.027, 0.092, -2.291], [1.903, 0.802, -1.302], [0.665, -1.469, -3.613], [2.426, -0.781, -3.427], [1.800, 0.514, -0.240], [2.945, 0.783, -1.588], [1.467, 1.822, -1.426], [-0.609, -0.047, 2.716], [-0.913, 0.231, 1.294], [-2.209, -0.294, 0.824], [0.447, 0.135, 2.679], [-0.681, -1.181, 2.860], [-1.264, 0.637, 3.182], [-0.732, 1.199, 1.239], [-3.187, 0.022, 1.341], [-2.524, -0.310, -0.153], [-1.982, -1.365, 1.053]]}

=====

Decreasing stability: run ii, run i

=====

Run i
{"formula": "C4H12N2", "method": "the ωB97M-V functional and the def2-TZVPD basis", "homo_lumo_gap_ev": 10.249, "charge": 0, "homo_energy_ev": -9.40, "symbols": ["H", "N", "C", "N", "H", "H", "H", "C", "C", "C", "H", "H", "H", "H", "H", "H", "H", "H"], "xyz": [[-4.421, 2.504, 4.041], [-3.785, 2.052, 3.400], [-2.724, 1.566, 3.859], [-1.617, 1.290, 3.063], [-2.572, 1.110, 4.849], [-0.774, 1.079, 3.566], [-1.729, 0.799, 2.192], [1.042, -1.209, -1.140], [1.270, -1.210, -2.645], [2.512, -0.500, -3.149], [0.171, -1.845, -0.944], [1.890, -1.500, -0.530], [0.615, -0.280, -0.740], [1.222, -2.256, -2.963], [0.352, -0.809, -3.086], [3.021, -0.961, -3.992], [3.245, -0.361, -2.348], [2.282, 0.531, -3.434]]}

=====

Run ii
{"formula": "C4H12N2", "method": "the ωB97M-V functional and the def2-TZVPD basis", "homo_lumo_gap_ev": 9.552, "charge": 0, "homo_energy_ev": -8.31, "symbols": ["C", "N", "C", "C", "C", "N", "H", "H", "H", "H", "H", "H", "H", "H", "H", "H", "H", "H"], "xyz": [[-2.340, 1.644, -0.041], [-1.153, 0.898, 0.413], [-0.677, 0.070, -0.696], [0.909, -0.048, -0.564], [1.233, -1.322, 0.282], [2.569, -1.186, 0.813], [-1.969, 2.594, -0.438], [-2.834, 1.139, -0.857], [-3.059, 1.815, 0.745], [-1.139, 0.360, 1.246], [-0.845, 0.583, -1.652], [-1.223, -0.900, -0.702], [1.332, 0.863, 0.031], [1.359, -0.097, -1.552], [1.221, -2.292, -0.223], [0.541, -1.516, 1.104], [2.738, -0.922, 1.754], [3.338, -1.683, 0.339]]}

=====

Run iii
{"formula": "C4H12N2", "method": "the ωB97M-V functional and the def2-TZVPD basis", "homo_lumo_gap_ev": 9.955, "charge": 0, "homo_energy_ev": -8.77, "symbols": ["C", "C", "C", "N", "C", "N", "H", "H", "H", "H", "H", "H", "H", "H", "H", "H", "H", "H"], "xyz": [[-1.615, 1.258, 1.260], [-0.418, 0.319, 1.256], [-0.065, 0.000, -0.180], [-0.672, -1.242, -0.708], [1.472, -0.131, -0.352], [1.879, -0.429, -1.756], [-1.505, 2.096, 0.551], [-2.517, 0.789, 0.784], [-1.985, 1.586, 2.244], [-0.748, -0.526, 1.899], [0.417, 0.825, 1.740], [-0.396, 0.793, -0.868], [-0.874, -2.050, -0.151], [-0.342, -1.466, -1.625], [1.867, 0.918, -0.339], [1.997, -0.778, 0.361], [2.408, -1.306, -1.764], [1.098, -0.656, -2.354]]}

=====

Decreasing stability: run iii, run i, run ii

=====

Run i
{"formula": "C4H12N2", "method": "the ωB97M-V functional and the def2-TZVPD basis", "homo_lumo_gap_ev": 10.333, "charge": 0, "homo_energy_ev": -9.19, "symbols": ["N", "C", "C", "C", "C", "N", "H", "H", "H", "H", "H", "H", "H", "H", "H", "H", "H", "H"], "xyz": [[2.287, 0.621, -0.451], [1.586, 0.085, 0.710], [0.435, -0.877, 0.335], [-0.393, -0.403, -0.845], [-1.569, 0.535, -0.453], [-2.308, -0.062, 0.706], [3.307, 0.634, -0.332], [2.038, 1.590, -0.622], [1.328, 0.889, 1.429], [2.307, -0.497, 1.315], [-0.099, -0.868, 1.278], [0.939, -1.802, 0.014], [-0.748, -1.300, -1.371], [0.188, 0.131, -1.590], [-1.264, 1.547, -0.135], [-2.188, 0.576, -1.348], [-2.465, -1.035, 0.476], [-3.244, 0.341, 0.659]]}

=====

Run ii
{"formula": "C4H12N2", "method": "the ωB97M-V functional and the def2-TZVPD basis", "homo_lumo_gap_ev": 9.470, "charge": 0, "homo_energy_ev": -8.35, "symbols": ["C", "N", "C", "C", "C", "N", "H", "H", "H", "H", "H", "H", "H", "H", "H", "H", "H", "H"], "xyz": [[2.594, 0.633, -0.362], [1.157, 0.697, -0.186], [0.414, -0.489, -0.609], [-1.051, -0.124, -0.844], [-1.794, 0.165, 0.468], [-1.631, -0.896, 1.446], [3.004, 1.637, -0.295], [2.794, 0.286, -1.371], [3.108, -0.003, 0.368], [0.920, 0.994, 0.748], [0.505, -1.303, 0.111], [0.856, -0.806, -1.553], [-1.029, 0.793, -1.430], [-1.587, -0.893, -1.396], [-1.483, 1.136, 0.861], [-2.842, 0.340, 0.250], [-1.581, -0.574, 2.400], [-2.355, -1.595, 1.395]]}

=====

Decreasing stability: run ii, run i

=====

Run i
{"formula": "C4H12N2", "method": "the ωB97M-V functional and the def2-TZVPD basis", "homo_lumo_gap_ev": 6.486, "charge": 0, "homo_energy_ev": -7.43, "symbols": ["N", "C", "C", "C", "C", "N", "H", "H", "H", "H", "H", "H", "H", "H", "H", "H", "H", "H"], "xyz": [[-3.196, 0.788, 1.163], [2.814, -1.081, 0.064], [1.523, -0.338, 0.392], [0.897, 0.458, -0.741], [-0.492, 0.767, -0.702], [-1.611, 0.059, -1.262], [-2.804, 0.220, 0.412], [-4.153, 0.959, 0.881], [3.682, -0.415, 0.127], [2.836, -1.541, -0.923], [3.075, -1.913, 0.726], [0.669, -0.983, 0.014], [1.653, 0.133, 1.372], [1.510, 1.288, -1.174], [-0.826, 1.809, -0.561], [-1.089, 0.056, 0.056], [-1.231, -0.624, -1.922], [-3.256, 0.357, 2.077]]}

=====

Run ii
{"formula": "C4H12N2", "method": "the ωB97M-V functional and the def2-TZVPD basis", "homo_lumo_gap_ev": 9.838, "charge": 0, "homo_energy_ev": -8.82, "symbols": ["C", "N", "C", "C", "C", "N", "H", "H", "H", "H", "H", "H", "H", "H", "H", "H", "H", "H"], "xyz": [[2.050, -0.395, 0.937], [1.469, -1.049, -0.243], [-0.096, -1.244, 0.025], [-0.889, -0.330, -0.995], [-0.877, 1.183, -0.507], [-1.701, 1.505, 0.702], [1.512, 0.494, 1.155], [3.159, -0.034, 0.668], [2.226, -1.136, 1.655], [1.580, -0.479, -1.020], [-0.444, -1.078, 1.096], [-0.164, -2.400, -0.151], [-0.394, -0.405, -1.959], [-1.875, -0.633, -1.201], [0.234, 1.278, -0.293], [-1.195, 1.871, -1.316], [-1.456, 2.549, 0.937], [-2.684, 1.501, 0.459]]}

=====

Run iii
{"formula": "C4H12N2", "method": "the ωB97M-V functional and the def2-TZVPD basis", "homo_lumo_gap_ev": 10.287, "charge": 0, "homo_energy_ev": -9.32, "symbols": ["C", "N", "C", "H", "H", "H", "H", "H", "C", "C", "N", "H", "H", "H", "H", "H", "H", "H"], "xyz": [[-1.623, -1.742, -2.476], [-0.390, -1.554, -2.427], [0.505, -1.945, -1.362], [-2.147, -1.538, -3.402], [-2.322, -2.136, -1.707], [1.339, -2.353, -1.945], [0.074, -2.831, -0.824], [0.839, -1.165, -0.686], [1.191, 1.371, 2.243], [-0.133, 1.813, 1.573], [-0.027, 1.524, 0.137], [2.061, 1.921, 1.897], [1.097, 1.705, 3.280], [1.457, 0.314, 2.110], [-0.979, 1.392, 2.119], [-0.131, 2.909, 1.760], [0.074, 0.523, 0.045], [-0.885, 1.792, -0.333]]}

=====

Decreasing stability: run iii, run ii, run i